Formula: C17H17N3O5S
Source: the OMol25 dataset
Level of theory: ωB97M-V/def2-TZVPD

Summary:
SMILES string	COc1cccc(NS(=O)(=O)c2ccc3c(c2)n(C)c(=O)c(=O)n3C)c1
total charge	0

Structure (XYZ):
```
43
C17H17N3O5S ωB97M-V/def2-TZVPD
C 6.00059 0.30616 -2.02670
O 6.31631 -0.16381 -0.73578
C 5.31751 -0.26791 0.17683
C 5.67869 -0.77548 1.42744
C 4.72426 -0.92466 2.41044
C 3.40306 -0.58176 2.17404
C 3.04520 -0.06616 0.93524
N 1.72367 0.33172 0.68521
S 1.10718 0.24788 -0.88624
O 1.29020 -1.06964 -1.42260
O 1.61450 1.35477 -1.63478
C -0.62195 0.50875 -0.52629
C -1.06530 1.76846 -0.17411
C -2.40411 1.95149 0.11148
C -3.30600 0.88564 0.04222
C -2.84000 -0.39490 -0.32865
C -1.48374 -0.56338 -0.60562
N -3.72453 -1.45299 -0.41197
C -3.25122 -2.76202 -0.81947
C -5.06283 -1.32777 -0.13023
O -5.82612 -2.26409 -0.20090
C -5.56286 0.04005 0.27629
O -6.73089 0.21281 0.54095
N -4.64588 1.06400 0.32761
C -5.14500 2.37305 0.70308
C 3.99793 0.09304 -0.06330
H 5.62244 1.33247 -1.99904
H 5.26329 -0.33625 -2.51720
H 6.93575 0.27887 -2.58410
H 6.70790 -1.04644 1.59707
H 5.00623 -1.32066 3.37437
H 2.65642 -0.70668 2.94446
H 1.06787 -0.01687 1.36819
H -0.36320 2.58422 -0.13891
H -2.74920 2.93309 0.38558
H -1.06950 -1.51210 -0.89981
H -2.80743 -2.71535 -1.81362
H -4.11766 -3.42196 -0.83943
H -2.52176 -3.14643 -0.10662
H -4.97837 3.09155 -0.09940
H -4.66725 2.71838 1.61999
H -6.21566 2.26780 0.87439
H 3.68149 0.49311 -1.01011
```

Atomic partial charges in e from the natural (NBO) method, atoms 1 to 5:
1 C -0.2565
2 O -0.5065
3 C 0.4162
4 C -0.3082
5 C -0.1666

=====

Formula: C17H23N4O7PtS
Source: the OMol25 dataset
Level of theory: ωB97M-V/def2-TZVPD

Summary:
total charge	-1

Structure (XYZ):
```
53
C17H23N4O7PtS ωB97M-V/def2-TZVPD
Pt -0.52693 -0.13463 2.43804
N -1.96933 -0.20092 0.96828
C -3.28868 -0.44133 1.60918
C -3.17234 -1.07354 3.00577
O -4.14747 -1.59979 3.54038
N -1.95674 -0.92352 3.51184
C -1.52892 -1.39349 4.80964
C -0.08136 -0.94430 5.09539
O 0.40049 -1.12746 6.19672
O 0.58927 -0.41004 4.09969
H -1.94441 0.60498 0.34941
H -1.71315 -0.95863 0.34237
H -3.92370 -1.07097 0.98708
H -3.79081 0.51844 1.73334
H -1.53089 -2.48809 4.85655
H -2.17805 -1.04205 5.61293
O -0.56601 -0.20340 -3.63512
C -0.63602 0.50486 -2.62424
O -0.61202 0.11202 -1.41419
C -0.75745 2.01638 -2.81707
C -0.77174 2.87176 -1.72443
C -0.88709 4.25770 -1.87311
C -0.97743 4.73103 -3.15724
O -1.09450 6.03742 -3.57981
C -1.13279 5.98578 -5.00158
O -1.04677 4.62917 -5.41054
C -0.94946 3.88521 -4.24974
C -0.83961 2.52694 -4.11903
H -0.64629 2.44444 -0.73916
H -0.89281 4.92550 -1.02252
H -0.28214 6.54324 -5.40532
H -2.07707 6.41267 -5.35262
H -0.82341 1.84648 -4.95885
C 3.41594 -3.63315 2.16835
C 3.59547 -2.35390 1.36558
N 2.59039 -1.35340 1.69164
C 1.81035 -0.66695 0.83937
S 1.30527 0.92152 1.33016
N 1.44329 -1.16969 -0.33845
C 1.15736 -2.58118 -0.59682
C 1.68241 -2.99773 -1.95998
H 4.20550 -4.34791 1.93121
H 2.45071 -4.09540 1.95969
H 3.45562 -3.42198 3.23753
H 3.56112 -2.54737 0.29595
H 4.58064 -1.92452 1.57106
H 2.66370 -0.89879 2.59433
H 0.78541 -0.57829 -0.86996
H 0.06903 -2.69236 -0.58054
H 1.55069 -3.20584 0.19976
H 1.23333 -2.37328 -2.73381
H 1.43236 -4.03959 -2.16610
H 2.76703 -2.88205 -2.01102
```

Atomic partial charges in e from the natural (NBO) method, atoms 1 to 5:
1 Pt 0.7279
2 N -0.7598
3 C -0.3133
4 C 0.6304
5 O -0.6859

=====

In order of appearance, highest occupied orbital energy = -0.308, -0.203 hartree.
In order of appearance, electronic energy = -1596.6828, -1924.9984 hartree.